Density functional theory data (ωB97M-V/def2-TZVPD) for the ion C2H7NP with charge +1.

Last columns: bonded neighbours and bond lengths (Å).
Positions of all 11 atoms, in Å:
1 C -0.385 -0.179 1.153  C2 1.461, N3 1.494, H5 1.087, H6 1.036
2 C 0.340 -0.012 -0.105  C1 1.461, N3 1.467, P4 1.869, H7 1.000
3 N -0.636 1.011 0.285  C1 1.494, C2 1.467, H8 0.996, H9 0.999
4 P -0.025 -1.003 -1.647  C2 1.869, H10 1.403, H11 1.547
5 H -1.281 -0.787 1.238  C1 1.087
6 H -0.009 0.071 2.086  C1 1.036
7 H 1.266 0.364 -0.131  C2 1.000
8 H -1.334 1.073 -0.422  N3 0.996
9 H -0.455 1.962 0.532  N3 0.999
10 H 1.124 -1.714 -1.269  P4 1.403
11 H 0.758 0.012 -2.512  P4 1.547

energy relative to the best compared isomer or geometry (same formula, charge and spin): 48.3 kJ/mol
spin multiplicity: 1
net charge: +1
SMILES: P[C@@H]1C[NH2+]1
highest occupied orbital energy: -14.89 eV

For each atom in turn, the Mulliken charge in e is: number 1, C, carries -0.2696; number 2, C, carries -0.2791; number 3, N, carries -0.1951; number 4, P, carries -0.0632; number 5, H, carries 0.2769; number 6, H, carries 0.2917; number 7, H, carries 0.4271; number 8, H, carries 0.2914; number 9, H, carries 0.2813; number 10, H, carries 0.1141; number 11, H, carries 0.1246

Density functional theory data (ωB97M-V/def2-TZVPD) for the molecule C2H4NP.

Last columns: bonded neighbours and bond lengths (Å).
Positions of all 8 atoms, in Å:
1 C 0.069 -0.399 0.039  C2 1.474, N3 1.380, P4 1.758
2 C 1.407 0.030 0.485  C1 1.474, N3 1.461, H5 1.159, H6 1.049
3 N 1.127 -1.272 -0.115  C1 1.380, C2 1.461
4 P -1.674 -0.308 0.248  C1 1.758, H7 1.409, H8 1.349
5 H 1.841 0.863 -0.193  C2 1.159
6 H 1.752 0.157 1.468  C2 1.049
7 H -2.051 -1.413 -0.541  P4 1.409
8 H -1.929 0.410 -0.865  P4 1.349

energy relative to the best compared isomer or geometry (same formula, charge and spin): 218.9 kJ/mol
spin multiplicity: 1
SMILES: PC1=NC1
highest occupied orbital energy: -9.74 eV

For each atom in turn, the Mulliken charge in e is: number 1, C, carries 0.1551; number 2, C, carries -0.0904; number 3, N, carries -0.4194; number 4, P, carries -0.1412; number 5, H, carries 0.1379; number 6, H, carries 0.2656; number 7, H, carries 0.0537; number 8, H, carries 0.0389

Density functional theory data (ωB97M-V/def2-TZVPD) for a cluster of 8 separate species, C26H55BBrN8O7 in total.

Last columns: bonded neighbours and bond lengths (Å).
Positions of all 98 atoms, in Å:
1 Br -0.176 -2.775 -0.107  B2 2.021
2 B -0.587 -1.971 -1.915  Br1 2.021, C3 1.657, H9 1.197, H10 1.194
3 C 0.545 -2.347 -3.065  B2 1.657, C4 1.560, C8 1.541
4 C 0.208 -3.516 -4.042  C3 1.560, C5 1.573, H11 1.132
5 C 1.354 -3.735 -5.098  C4 1.573, C6 1.554, H12 1.147
6 C 2.569 -2.774 -4.975  C5 1.554, N7 1.412, H13 1.153
7 N 2.843 -1.739 -4.056  C6 1.412, C8 1.419
8 C 1.829 -1.495 -3.093  C3 1.541, N7 1.419, H14 1.143
9 H -1.612 -2.466 -2.283  B2 1.197
10 H -0.675 -0.786 -1.797  B2 1.194
11 H -0.741 -4.131 -4.008  C4 1.132
12 H 1.258 -4.538 -5.912  C5 1.147
13 H 3.385 -2.938 -5.773  C6 1.153
14 H 1.985 -0.650 -2.340  C8 1.143
15 C -4.249 -1.459 2.025  O16 1.217, N17 1.360, H20 1.104
16 O -4.050 -0.994 0.918  C15 1.217
17 N -3.283 -1.795 2.923  C15 1.360, C18 1.446, C19 1.456
18 C -3.604 -2.344 4.222  N17 1.446, H21 1.093, H22 1.093, H23 1.092
19 C -1.885 -1.597 2.570  N17 1.456, H24 1.094, H25 1.098, H26 1.085
20 H -5.270 -1.651 2.397  C15 1.104
21 H -3.207 -1.683 4.996  C18 1.093
22 H -3.146 -3.332 4.314  C18 1.093
23 H -4.685 -2.438 4.351  C18 1.092
24 H -1.719 -0.538 2.352  C19 1.094
25 H -1.653 -2.180 1.669  C19 1.098
26 H -1.240 -1.909 3.385  C19 1.085
27 C -5.600 4.014 0.267  O28 1.221, N29 1.358, H32 1.102
28 O -5.468 5.178 -0.076  C27 1.221
29 N -5.126 2.936 -0.412  C27 1.358, C30 1.452, C31 1.450
30 C -5.323 1.579 0.063  N29 1.452, H33 1.090, H34 1.093, H35 1.091
31 C -4.401 3.148 -1.650  N29 1.450, H36 1.093, H37 1.093, H38 1.090
32 H -6.133 3.740 1.191  C27 1.102
33 H -4.350 1.113 0.221  C30 1.090
34 H -5.879 1.016 -0.691  C30 1.093
35 H -5.881 1.569 1.000  C30 1.091
36 H -3.525 3.768 -1.450  C31 1.093
37 H -5.047 3.672 -2.359  C31 1.093
38 H -4.086 2.195 -2.076  C31 1.090
39 C -0.212 -4.936 3.837  O40 1.211, N41 1.356, H44 1.103
40 O -0.073 -3.763 3.572  C39 1.211
41 N 0.227 -5.968 3.074  C39 1.356, C42 1.447, C43 1.455
42 C 0.028 -7.346 3.468  N41 1.447, H45 1.093, H46 1.093, H47 1.092
43 C 0.920 -5.689 1.826  N41 1.455, H48 1.093, H49 1.103, H50 1.091
44 H -0.721 -5.265 4.759  C39 1.103
45 H 1.002 -7.833 3.568  C42 1.093
46 H -0.558 -7.855 2.698  C42 1.093
47 H -0.503 -7.408 4.420  C42 1.092
48 H 1.811 -5.093 2.040  C43 1.093
49 H 0.269 -5.116 1.145  C43 1.103
50 H 1.209 -6.623 1.342  C43 1.091
51 C 2.873 -7.648 -5.268  O52 1.218, N53 1.364, H56 1.103
52 O 1.786 -7.116 -5.128  C51 1.218
53 N 4.046 -7.200 -4.736  C51 1.364, C54 1.447, C55 1.450
54 C 5.301 -7.887 -4.953  N53 1.447, H57 1.093, H58 1.093, H59 1.091
55 C 4.033 -5.997 -3.927  N53 1.450, H60 1.093, H61 1.092, H62 1.091
56 H 2.993 -8.569 -5.864  C51 1.103
57 H 5.712 -8.193 -3.987  C54 1.093
58 H 5.999 -7.207 -5.449  C54 1.093
59 H 5.159 -8.772 -5.577  C54 1.091
60 H 3.368 -6.147 -3.074  C55 1.093
61 H 3.645 -5.168 -4.523  C55 1.092
62 H 5.037 -5.761 -3.572  C55 1.091
63 C 3.123 1.006 -0.954  O64 1.217, N65 1.363, H68 1.103
64 O 1.931 1.035 -1.196  C63 1.217
65 N 3.672 1.001 0.293  C63 1.363, C66 1.447, C67 1.452
66 C 5.103 0.965 0.502  N65 1.447, H69 1.093, H70 1.093, H71 1.091
67 C 2.793 1.034 1.448  N65 1.452, H72 1.093, H73 1.091, H74 1.090
68 H 3.876 0.979 -1.759  C63 1.103
69 H 5.357 0.069 1.075  C66 1.093
70 H 5.405 1.855 1.060  C66 1.093
71 H 5.636 0.943 -0.451  C66 1.091
72 H 2.133 0.163 1.421  C67 1.093
73 H 2.183 1.937 1.406  C67 1.091
74 H 3.373 1.027 2.371  C67 1.090
75 C -1.449 8.964 0.818  O76 1.219, N77 1.360, H80 1.102
76 O -0.646 9.243 1.691  C75 1.219
77 N -2.757 8.650 1.024  C75 1.360, C78 1.450, C79 1.450
78 C -3.653 8.328 -0.071  N77 1.450, H81 1.093, H82 1.093, H83 1.091
79 C -3.272 8.636 2.379  N77 1.450, H84 1.093, H85 1.093, H86 1.090
80 H -1.163 8.945 -0.246  C75 1.102
81 H -4.480 9.043 -0.075  C78 1.093
82 H -4.042 7.318 0.072  C78 1.093
83 H -3.133 8.378 -1.029  C78 1.091
84 H -3.141 9.626 2.822  C79 1.093
85 H -2.706 7.911 2.969  C79 1.093
86 H -4.329 8.368 2.383  C79 1.090
87 C 2.524 4.910 2.950  O88 1.218, N89 1.362, H92 1.102
88 O 2.479 3.713 3.167  C87 1.218
89 N 2.016 5.529 1.849  C87 1.362, C90 1.450, C91 1.452
90 C 2.108 6.964 1.660  N89 1.450, H93 1.092, H94 1.093, H95 1.091
91 C 1.361 4.728 0.831  N89 1.452, H96 1.093, H97 1.093, H98 1.090
92 H 2.999 5.609 3.658  C87 1.102
93 H 1.101 7.378 1.580  C90 1.092
94 H 2.663 7.166 0.740  C90 1.093
95 H 2.622 7.436 2.499  C90 1.091
96 H 0.515 4.201 1.278  C91 1.093
97 H 2.068 3.991 0.444  C91 1.093
98 H 1.008 5.360 0.015  C91 1.090

energy relative to the best compared isomer or geometry (same formula, charge and spin): 211.8 kJ/mol
spin multiplicity: 1
net charge: -1
highest occupied orbital energy: -4.59 eV

For each atom in turn, the Mulliken charge in e is: number 1, Br, carries -0.3553; number 2, B, carries 0.3887; number 3, C, carries 0.2821; number 4, C, carries -0.4866; number 5, C, carries -0.1703; number 6, C, carries -0.3682; number 7, N, carries -0.5741; number 8, C, carries 0.0197; number 9, H, carries -0.3166; number 10, H, carries -0.2583; number 11, H, carries 0.3198; number 12, H, carries 0.2991; number 13, H, carries 0.3318; number 14, H, carries 0.0631; number 15, C, carries 0.0431; number 16, O, carries -0.5832; number 17, N, carries 0.2507; number 18, C, carries -0.8421; number 19, C, carries -0.7598; number 20, H, carries 0.2659; number 21, H, carries 0.3247; number 22, H, carries 0.2282; number 23, H, carries 0.2988; number 24, H, carries 0.3161; number 25, H, carries -0.0086; number 26, H, carries 0.4138; number 27, C, carries 0.1171; number 28, O, carries -0.6286; number 29, N, carries 0.1548; number 30, C, carries -0.9555; number 31, C, carries -0.9377; number 32, H, carries 0.2672; number 33, H, carries 0.4470; number 34, H, carries 0.3011; number 35, H, carries 0.2602; number 36, H, carries 0.2774; number 37, H, carries 0.2995; number 38, H, carries 0.3828; number 39, C, carries 0.0771; number 40, O, carries -0.5395; number 41, N, carries 0.1633; number 42, C, carries -0.9407; number 43, C, carries -0.7596; number 44, H, carries 0.2630; number 45, H, carries 0.3268; number 46, H, carries 0.3344; number 47, H, carries 0.2891; number 48, H, carries 0.2917; number 49, H, carries 0.0471; number 50, H, carries 0.3767; number 51, C, carries 0.0610; number 52, O, carries -0.5335; number 53, N, carries 0.1676; number 54, C, carries -0.9397; number 55, C, carries -0.7742; number 56, H, carries 0.2492; number 57, H, carries 0.3237; number 58, H, carries 0.3257; number 59, H, carries 0.3021; number 60, H, carries 0.3069; number 61, H, carries 0.1349; number 62, H, carries 0.3661; number 63, C, carries -0.0363; number 64, O, carries -0.6341; number 65, N, carries 0.2678; number 66, C, carries -0.9635; number 67, C, carries -0.7940; number 68, H, carries 0.3886; number 69, H, carries 0.3397; number 70, H, carries 0.3208; number 71, H, carries 0.3026; number 72, H, carries 0.3144; number 73, H, carries 0.0932; number 74, H, carries 0.3554; number 75, C, carries 0.1046; number 76, O, carries -0.6238; number 77, N, carries 0.1341; number 78, C, carries -0.9095; number 79, C, carries -0.9634; number 80, H, carries 0.3081; number 81, H, carries 0.3155; number 82, H, carries 0.3825; number 83, H, carries 0.2923; number 84, H, carries 0.3081; number 85, H, carries 0.2842; number 86, H, carries 0.3815; number 87, C, carries 0.0731; number 88, O, carries -0.5264; number 89, N, carries 0.2150; number 90, C, carries -0.8129; number 91, C, carries -0.9592; number 92, H, carries 0.2507; number 93, H, carries 0.2410; number 94, H, carries 0.3171; number 95, H, carries 0.2876; number 96, H, carries 0.3259; number 97, H, carries 0.2222; number 98, H, carries 0.3701

Density functional theory data (ωB97M-V/def2-TZVPD) for the molecule C6H6F2.

Last columns: bonded neighbours and bond lengths (Å).
Positions of all 14 atoms, in Å:
1 C 1.874 -1.018 0.254  C2 1.489, H7 1.114, H8 1.059, H9 1.078
2 C 0.433 -0.912 -0.106  C1 1.489, C3 1.342, H10 1.233
3 C -0.369 0.133 -0.368  C2 1.342, C4 1.314, C6 1.470
4 C 0.059 1.362 -0.187  C3 1.314, C5 1.289
5 C 0.106 2.648 -0.131  C4 1.289, H11 1.123
6 C -1.817 -0.113 -0.424  C3 1.470, H12 1.148, F13 1.476, F14 1.317
7 H 2.369 -1.620 -0.543  C1 1.114
8 H 2.228 -0.039 0.451  C1 1.059
9 H 1.985 -1.624 1.138  C1 1.078
10 H -0.179 -1.923 0.247  C2 1.233
11 H 0.542 3.568 0.344  C5 1.123
12 H -2.518 0.173 -1.288  C6 1.148
13 F -2.399 0.650 0.697  C6 1.476
14 F -2.315 -1.284 -0.084  C6 1.317

energy relative to the best compared isomer or geometry (same formula, charge and spin): 352.9 kJ/mol
spin multiplicity: 1
SMILES: C#C/C(=C\C)C(F)F
highest occupied orbital energy: -9.04 eV

For each atom in turn, the Mulliken charge in e is: number 1, C, carries -1.0439; number 2, C, carries -0.0144; number 3, C, carries 0.6258; number 4, C, carries -0.4259; number 5, C, carries -0.4943; number 6, C, carries 0.2819; number 7, H, carries 0.2838; number 8, H, carries 0.3509; number 9, H, carries 0.3016; number 10, H, carries 0.1850; number 11, H, carries 0.2963; number 12, H, carries 0.2077; number 13, F, carries -0.3129; number 14, F, carries -0.2416

Density functional theory data (ωB97M-V/def2-TZVPD) for the molecule C5H10O.

Last columns: bonded neighbours and bond lengths (Å).
Positions of all 16 atoms, in Å:
1 C -1.748 0.937 0.165  C2 1.528, H7 1.094, H8 1.097, H9 1.095
2 C -1.276 -0.481 0.482  C1 1.528, C3 1.525, H10 1.097, H11 1.098
3 C 0.207 -0.563 0.827  C2 1.525, O6 1.450, H12 1.096, H13 1.095
4 C 1.039 0.379 -1.505  C5 1.483, O6 1.694, H14 1.104
5 C 2.160 -0.002 -0.613  C4 1.483, O6 1.457, H15 1.094, H16 1.093
6 O 1.008 -0.855 -0.346  C3 1.450, C4 1.694, C5 1.457
7 H -1.161 1.350 -0.661  C1 1.094
8 H -1.613 1.584 1.040  C1 1.097
9 H -2.810 0.948 -0.101  C1 1.095
10 H -1.474 -1.156 -0.360  C2 1.097
11 H -1.838 -0.883 1.335  C2 1.098
12 H 0.414 -1.387 1.519  C3 1.096
13 H 0.564 0.374 1.268  C3 1.095
14 H 1.121 -0.286 -2.383  C4 1.104
15 H 3.019 -0.617 -0.898  C5 1.094
16 H 2.386 0.656 0.231  C5 1.093

energy relative to the best compared isomer or geometry (same formula, charge and spin): 453.0 kJ/mol
spin multiplicity: 1
highest occupied orbital energy: -8.06 eV

For each atom in turn, the Mulliken charge in e is: number 1, C, carries -1.1015; number 2, C, carries -0.4697; number 3, C, carries -0.2651; number 4, C, carries -0.4758; number 5, C, carries -0.2069; number 6, O, carries -0.1465; number 7, H, carries 0.3390; number 8, H, carries 0.2916; number 9, H, carries 0.3399; number 10, H, carries 0.2608; number 11, H, carries 0.3370; number 12, H, carries 0.2884; number 13, H, carries 0.2616; number 14, H, carries 0.1220; number 15, H, carries 0.1989; number 16, H, carries 0.2264

Density functional theory data (ωB97M-V/def2-TZVPD) for a cluster of 2 separate species, H2N2O3S in total.

Last columns: bonded neighbours and bond lengths (Å).
Positions of all 8 atoms, in Å:
1 N 2.086 0.441 0.341  S6 1.572, H7 1.035
2 N -1.482 -0.314 -0.272  O3 1.377, O4 1.174, O5 1.211
3 O -0.790 -1.470 0.015  N2 1.377, H8 1.004
4 O -2.285 -0.414 -1.122  N2 1.174
5 O -1.111 0.675 0.320  N2 1.211
6 S 1.282 1.191 -0.783  N1 1.572
7 H 2.214 1.213 1.019  N1 1.035
8 H 0.086 -1.322 0.482  O3 1.004

energy relative to the best compared isomer or geometry (same formula, charge and spin): 347.0 kJ/mol
spin multiplicity: 1
SMILES: O=[N+]([O-])O.N=S
highest occupied orbital energy (alpha / beta): -9.08 / -9.08 eV

For each atom in turn, the Mulliken charge in e is: number 1, N, carries -0.3886; number 2, N, carries 1.0297; number 3, O, carries -0.3930; number 4, O, carries -0.5100; number 5, O, carries -0.5325; number 6, S, carries 0.1110; number 7, H, carries 0.2829; number 8, H, carries 0.4004

Which formula does entry 4 have?
C6H6F2